ORCA calculation (the ωB97M-V functional and the def2-TZVPD basis) on one molecule with the formula C26H24N4O4.

As for the SMILES: COc1ccc([C@H](C(=O)NCc2ccccc2)N(Cc2ccco2)C(=O)c2cnccn2)cc1. For the energy above the lowest of the compared OMol25 structures with the same formula, charge and spin, the calculation gives 33.4 kcal per mole. The value obtained for the HOMO energy is -8.0 eV. The calculation puts the gap between HOMO and LUMO at 0.2896 Eh.

The geometry in ORCA input format:
```
! wB97M-V def2-TZVPD RIJCOSX def2/J DEFGRID3
* xyz 0 1
C -5.6605 -3.1326 -1.5881
O -5.0002 -1.9716 -2.0309
C -3.8072 -1.6482 -1.4631
C -3.1574 -2.3907 -0.4859
C -1.9533 -1.9523 0.0402
C -1.3681 -0.7784 -0.4023
C -0.0884 -0.1908 0.1539
C 0.8400 -1.1128 0.9827
O 0.5112 -2.1554 1.5112
N 2.0610 -0.5722 1.0978
C 3.1540 -1.2289 1.7835
C 4.2573 -1.5510 0.8102
C 4.0020 -2.4115 -0.2515
C 4.9900 -2.6966 -1.1756
C 6.2451 -2.1236 -1.0485
C 6.5056 -1.2641 0.0045
C 5.5142 -0.9756 0.9273
N -0.3993 0.9576 0.9988
C -1.3135 0.7161 2.1052
C -2.7440 0.7469 1.6706
C -3.7931 -0.0727 1.9657
C -4.9125 0.4570 1.2790
C -4.4580 1.5547 0.6198
O -3.1493 1.7404 0.8546
C 0.0579 2.2129 0.8264
O -0.2316 3.1381 1.5650
C 0.9771 2.4957 -0.3287
C 0.7013 3.5750 -1.1718
N 1.5312 3.9349 -2.1331
C 2.6553 3.2457 -2.2618
C 2.9453 2.1749 -1.4282
N 2.1072 1.8051 -0.4704
C -2.0134 -0.0492 -1.4011
C -3.2144 -0.4703 -1.9223
H -5.0701 -4.0326 -1.7884
H -5.8914 -3.0794 -0.5194
H -6.5887 -3.1785 -2.1556
H -3.5796 -3.3103 -0.1134
H -1.4682 -2.5383 0.8026
H 0.5002 0.1651 -0.6977
H 2.2683 0.2994 0.6097
H 2.7472 -2.1447 2.2234
H 3.5251 -0.5804 2.5836
H 3.0226 -2.8584 -0.3443
H 4.7832 -3.3692 -1.9951
H 7.0184 -2.3483 -1.7682
H 7.4828 -0.8152 0.1074
H 5.7209 -0.3027 1.7475
H -1.1320 1.5106 2.8381
H -1.0930 -0.2557 2.5505
H -3.7682 -0.9424 2.5889
H -5.9111 0.0713 1.2781
H -4.9454 2.2588 -0.0243
H -0.2073 4.1492 -1.0619
H 3.3283 3.5627 -3.0455
H 3.8540 1.5950 -1.5144
H -1.5722 0.8705 -1.7611
H -3.7221 0.0972 -2.6859
*
```

Mulliken atomic charge list, values in e, 5 entries: number 1, C, carries -0.85; number 2, O, carries -0.47; number 3, C, carries 0.92; number 4, C, carries -0.57; number 5, C, carries -0.55



ORCA calculation (the ωB97M-V functional and the def2-TZVPD basis) on C46H53CsFN9O3S3 as an isolated structure at a distorted geometry.

For the energy above the lowest of the compared OMol25 structures with the same formula, charge and spin, the calculation gives 29.3 kcal per mole. The value obtained for the HOMO energy is -0.8 eV. The calculation puts the gap between HOMO and LUMO at 0.1401 Eh.

The geometry in ORCA input format:
```
! wB97M-V def2-TZVPD RIJCOSX def2/J DEFGRID3
* xyz -2 1
Cs 0.2449 1.6658 0.1499
S 4.3891 -0.9730 2.5255
C 3.1934 -2.0706 3.0510
S 1.5122 -1.9574 2.6335
C 3.5597 -3.1772 3.8759
C 4.9076 -3.4853 4.2199
N 5.9839 -3.8099 4.5003
C 2.5938 -4.0905 4.3859
N 1.8584 -4.8646 4.8413
C -4.9511 6.9504 3.4229
C -3.7965 6.3074 4.1862
C -4.1584 5.9419 5.6191
C -5.2247 4.8554 5.6440
C -4.8233 3.6950 4.7685
C -5.3353 2.4360 4.9819
C -4.9254 1.3659 4.1930
F -5.4701 0.1550 4.4463
C -3.9947 1.5080 3.2059
C -3.4582 2.7778 2.9695
C -2.4221 2.9200 1.9098
O -2.1021 1.9407 1.2380
C -1.8402 4.2382 1.7869
C -2.3236 5.2325 2.5692
N -3.3190 5.1146 3.4840
C -3.8768 3.8686 3.7356
C -0.6712 4.6168 0.8643
O 0.1201 5.4443 1.3435
O -0.6546 4.0647 -0.2649
H -5.3092 7.8409 3.9450
H -5.7834 6.2538 3.3087
H -4.6252 7.2422 2.4237
H -2.9584 7.0050 4.2024
H -4.5006 6.8366 6.1425
H -3.2590 5.5835 6.1256
H -6.1838 5.2646 5.3123
H -5.3763 4.4985 6.6639
H -6.0449 2.2604 5.7822
H -3.6518 0.6728 2.6087
H -1.8772 6.2169 2.4874
C -4.6197 2.1370 -6.5001
C -5.2555 1.8576 -5.1314
C -6.2402 0.6877 -5.2558
C -6.0308 3.1013 -4.6988
C -4.1588 1.4922 -4.1327
C -3.9096 2.2182 -2.9751
C -2.8630 1.8107 -2.1568
N -2.1007 0.7581 -2.3989
C -2.3259 0.0546 -3.4999
C -3.3423 0.3859 -4.3839
C -1.4043 -1.1307 -3.6810
C -1.6128 -2.0826 -4.6652
C -0.7631 -3.1853 -4.7610
C 0.2632 -3.2658 -3.8351
C 0.4053 -2.2553 -2.8896
N -0.3926 -1.2030 -2.8177
C -0.9892 -4.2252 -5.8552
C -2.4074 -4.7976 -5.7303
C 0.0067 -5.3803 -5.7601
C -0.8267 -3.5541 -7.2256
H -5.3881 2.4313 -7.2204
H -4.1073 1.2570 -6.8914
H -3.8877 2.9441 -6.4276
H -7.0367 0.9373 -5.9623
H -6.6949 0.4614 -4.2894
H -5.7444 -0.2174 -5.6092
H -6.7960 3.3303 -5.4444
H -5.3774 3.9712 -4.6082
H -6.5302 2.9507 -3.7396
H -4.4889 3.0874 -2.6990
H -2.6291 2.3386 -1.2382
H -3.5020 -0.2074 -5.2743
H -2.4484 -1.9870 -5.3455
H 0.9487 -4.1012 -3.8119
H 1.1962 -2.3069 -2.1478
H -2.5512 -5.2605 -4.7523
H -2.5765 -5.5540 -6.5017
H -3.1667 -4.0227 -5.8449
H -0.0719 -5.9001 -4.8036
H 1.0364 -5.0357 -5.8762
H -0.1973 -6.1019 -6.5548
H -1.5426 -2.7413 -7.3594
H -0.9845 -4.2835 -8.0251
H 0.1768 -3.1361 -7.3335
C -3.9909 -5.5162 1.3335
N -2.7415 -4.9472 1.7349
C -2.1834 -5.1765 3.0587
C -0.9023 -4.3229 3.0599
N -0.8717 -3.8374 1.6814
C -1.9359 -4.1699 0.9647
S -2.2065 -3.7411 -0.6564
H -4.8145 -5.1274 1.9436
H -3.9738 -6.6078 1.4351
H -4.1650 -5.2567 0.2911
H -1.9672 -6.2408 3.2009
H -2.8938 -4.8716 3.8325
H -0.0079 -4.8919 3.2940
H -0.9385 -3.4906 3.7587
H -0.1494 -3.1983 1.3678
N 2.4625 1.3865 -1.6159
C 3.1855 1.0609 -2.4549
N 4.0399 0.7424 -3.4201
C 3.7898 1.2405 -4.7756
C 4.9281 0.7707 -5.6645
C 4.9382 -0.7610 -5.7636
C 4.6161 -1.4236 -4.4067
C 4.8644 -0.4677 -3.2506
H 3.7247 2.3279 -4.7413
H 2.8347 0.8603 -5.1586
H 5.8702 1.1323 -5.2455
H 4.8243 1.2184 -6.6540
H 5.9098 -1.0964 -6.1319
H 4.1955 -1.0710 -6.5020
H 5.2151 -2.3233 -4.2585
H 3.5689 -1.7338 -4.3774
H 5.9193 -0.1858 -3.2013
H 4.6069 -0.9196 -2.2947
*
```

Mulliken atomic charge list, values in e, 5 entries: number 1, Cs, carries 1.26; number 2, S, carries -0.55; number 3, C, carries 0.39; number 4, S, carries -0.54; number 5, C, carries -0.10



ORCA calculation (the ωB97M-V functional and the def2-TZVPD basis) on C48H111AsF18N4O2P4 as an isolated structure at a distorted geometry.

For the energy above the lowest of the compared OMol25 structures with the same formula, charge and spin, the calculation gives 109.4 kcal per mole. The value obtained for the HOMO energy is -11.6 eV. The calculation puts the gap between HOMO and LUMO at 0.2963 Eh.

The geometry in ORCA input format:
```
! wB97M-V def2-TZVPD RIJCOSX def2/J DEFGRID3
* xyz 2 1
As 0.2555 -2.0232 2.3785
F -1.2723 -2.3423 1.5879
F 0.1220 -3.6874 3.0413
F 1.8455 -1.7045 3.1502
F 0.3227 -0.4116 1.5498
F -0.5856 -1.3745 3.8480
F 1.0289 -2.6843 0.9453
C 0.8229 -10.1528 -0.8332
N 1.2317 -8.7025 -0.3657
C 1.8643 -7.9469 -1.5359
C -0.1479 -8.1002 0.1330
C 2.0822 -8.7242 0.8819
C 3.5318 -9.2557 0.8146
O 3.4707 -10.4898 0.3327
H 1.7557 -10.5442 -1.2392
H -0.0052 -10.2145 -1.5393
H 0.4460 -10.7795 -0.0251
H 2.8989 -8.2859 -1.5890
H 1.9480 -6.9340 -1.1420
H 1.3184 -8.1266 -2.4621
H -0.0512 -7.0219 0.2590
H -0.5154 -8.5924 1.0335
H -0.9564 -8.3441 -0.5562
H 1.4491 -9.2170 1.6198
H 2.2200 -7.7093 1.2547
H 3.9181 -9.4106 1.8220
H 4.2579 -8.6830 0.2375
H 3.9786 -11.0617 0.9129
C 4.5062 5.5490 1.8766
N 4.1586 4.2488 2.4710
C 4.0568 3.3289 1.1792
C 5.3979 3.7815 3.2977
C 2.8487 4.0475 3.2833
C 2.6831 5.0292 4.4568
O 2.1356 6.2133 3.7916
H 3.5411 5.8273 1.4532
H 5.3270 5.4487 1.1665
H 4.8084 6.3332 2.5708
H 4.9860 3.3557 0.6100
H 3.2610 3.6678 0.5160
H 3.9261 2.2821 1.4535
H 5.3442 4.3333 4.2361
H 6.3482 3.9312 2.7852
H 5.2389 2.7261 3.5190
H 2.8689 3.0342 3.6845
H 2.0804 4.2205 2.5298
H 3.5379 5.3032 5.0751
H 1.8849 4.6986 5.1215
H 1.4753 6.6470 4.3371
C 0.4855 -9.9757 8.1817
C 1.8829 -9.3898 8.5334
N 2.0362 -7.9934 8.0499
C 1.1558 -6.9653 7.9396
C 1.7516 -5.8150 7.4689
N 3.0319 -6.1613 7.0932
C 3.1371 -7.5315 7.3899
C 4.1696 -5.3360 6.5905
H -0.2438 -9.3793 8.7299
H 0.2266 -11.0268 8.3093
H 0.4276 -9.8196 7.1045
H 2.6727 -10.1309 8.4105
H 1.7235 -9.1705 9.5892
H 0.1869 -7.2572 8.3171
H 1.6456 -4.7425 7.3987
H 4.1148 -7.9839 7.4662
H 5.1544 -5.8032 6.5852
H 4.1333 -4.3488 7.0512
H 3.8840 -5.1562 5.5541
C -4.3633 6.1201 -1.9512
C -4.8658 6.2952 -0.5057
C -3.9387 5.3994 0.3792
C -4.2533 5.5555 1.9157
P -5.9020 4.9162 2.4298
C -6.3144 3.2915 1.6072
C -7.6457 2.5788 1.8959
C -7.7702 1.3304 1.0957
C -9.2006 0.7326 1.4235
C -5.9091 4.5869 4.2917
C -5.0172 3.4731 4.8237
C -5.2818 3.1553 6.3268
C -4.6748 1.8142 6.8410
C -7.1579 6.0870 1.8940
C -7.7427 7.0752 2.9525
C -8.8213 8.1189 2.4174
C -10.1508 7.6400 1.9312
H -3.2791 6.1392 -2.0620
H -4.6517 7.0201 -2.4943
H -4.7273 5.1912 -2.3902
H -5.9315 6.0978 -0.6213
H -4.7120 7.3687 -0.3954
H -2.8887 5.6646 0.2552
H -3.9884 4.3512 0.0843
H -4.1391 6.5413 2.3664
H -3.4469 4.9621 2.3466
H -5.4607 2.6210 1.7050
H -6.4381 3.5120 0.5469
H -8.5438 3.1917 1.8191
H -7.6336 2.2384 2.9313
H -7.0297 0.5525 1.2813
H -7.7224 1.6120 0.0438
H -10.0725 1.3024 1.1021
H -9.2559 0.4136 2.4642
H -9.3354 -0.2299 0.9301
H -6.9506 4.3678 4.5269
H -5.5910 5.4964 4.8012
H -3.9919 3.7425 4.5701
H -5.2170 2.4942 4.3877
H -6.3520 3.1369 6.5329
H -5.0126 4.0329 6.9146
H -3.7112 1.5693 6.3941
H -5.2214 0.9356 6.4985
H -4.5364 1.7623 7.9209
H -8.0366 5.5023 1.6218
H -6.8508 6.8789 1.2108
H -6.8697 7.4744 3.4689
H -8.2649 6.4987 3.7161
H -8.3650 8.6200 1.5637
H -8.9695 8.9084 3.1542
H -10.5278 7.4521 2.9366
H -10.1515 6.7035 1.3735
H -10.9193 8.2962 1.5229
C -0.3678 3.0204 -9.8505
C 1.1725 3.3411 -9.8446
C 2.0036 2.0869 -9.4985
C 2.0448 2.0070 -7.9307
P 2.7064 0.4775 -7.2225
C 2.0710 -0.9948 -8.1791
C 2.3995 -2.3298 -7.4337
C 2.0768 -3.6134 -8.1667
C 0.6436 -4.1352 -7.8509
C 4.5115 0.5873 -7.1619
C 4.9510 1.7759 -6.1828
C 6.3133 2.3764 -6.4043
C 6.3765 3.2351 -7.7519
C 2.1492 0.4811 -5.4323
C 0.7241 -0.0655 -5.1276
C -0.4051 0.7772 -5.6984
C -1.8153 0.1594 -5.3518
H -1.0740 3.7627 -10.2222
H -0.5664 2.8391 -8.7942
H -0.6107 2.1301 -10.4306
H 1.4238 4.0915 -9.0951
H 1.4994 3.8051 -10.7752
H 3.0448 2.2415 -9.7817
H 1.6918 1.1455 -9.9508
H 1.0356 2.2288 -7.5837
H 2.7943 2.6805 -7.5150
H 2.4475 -1.0379 -9.2011
H 0.9925 -0.8398 -8.2081
H 2.1508 -2.3813 -6.3737
H 3.4795 -2.3760 -7.2941
H 2.7816 -4.4192 -7.9616
H 2.0907 -3.4839 -9.2489
H -0.1404 -3.6190 -8.4051
H 0.3710 -3.8940 -6.8235
H 0.5809 -5.1800 -8.1550
H 4.9086 0.8450 -8.1438
H 5.0225 -0.3128 -6.8202
H 5.0640 1.3353 -5.1923
H 4.2657 2.6079 -6.0202
H 6.9312 1.4786 -6.4200
H 6.5723 2.9321 -5.5030
H 6.3203 2.6883 -8.6932
H 7.3503 3.6979 -7.9123
H 5.5835 3.9783 -7.8349
H 2.2549 1.4020 -4.8589
H 2.8115 -0.2459 -4.9622
H 0.7554 0.0597 -4.0453
H 0.7595 -1.1018 -5.4636
H -0.2862 0.7684 -6.7818
H -0.4453 1.8137 -5.3637
H -2.0885 0.1789 -4.2967
H -1.9569 -0.8609 -5.7082
H -2.5884 0.7823 -5.8016
P 7.3509 -3.7253 -2.1874
F 7.6781 -5.2735 -1.7510
F 5.7587 -4.0902 -1.7736
F 7.8397 -3.2694 -0.7068
F 6.9808 -2.2017 -2.6918
F 8.9741 -3.5996 -2.4883
F 7.0948 -4.3422 -3.7385
P 2.8141 1.3739 9.0587
F 3.9325 1.5069 10.2704
F 4.0027 1.4906 8.0077
F 3.0832 -0.2043 9.3440
F 1.8715 1.0916 7.7938
F 1.5894 1.2149 10.1019
F 2.8268 3.0127 9.0023
*
```

Mulliken atomic charge list, values in e, 5 entries: number 1, As, carries 2.07; number 2, F, carries -0.49; number 3, F, carries -0.53; number 4, F, carries -0.50; number 5, F, carries -0.55



ORCA calculation (the ωB97M-V functional and the def2-TZVPD basis) on CH3MgO2Tm as an isolated structure at a distorted geometry.

The value obtained for the HOMO energy (alpha / beta) is -7.2 / -7.8 eV. Its expectation value of S² is 2.0076. The calculation puts the gap between HOMO and LUMO (alpha / beta) at 0.2289 / 0.2178 Eh.

The geometry in ORCA input format:
```
! wB97M-V def2-TZVPD RIJCOSX def2/J DEFGRID3
* xyz 0 3
O -2.3015 -0.0799 -0.0156
C -1.5318 -1.2305 -0.0015
O -0.1737 -0.8911 0.0355
H -1.7305 -1.8567 -0.9015
H -1.7595 -1.8548 0.8929
Mg -0.8094 1.1802 0.0048
Tm 1.9180 -0.0792 -0.0401
H -0.9922 3.5020 0.2364
*
```

Mulliken atomic charge list, values in e, 5 entries: number 1, O, carries -0.83; number 2, C, carries 0.19; number 3, O, carries -0.36; number 4, H, carries 0.19; number 5, H, carries 0.19



ORCA calculation (the ωB97M-V functional and the def2-TZVPD basis) on C25H43Cl3N5O4RhSi as an isolated structure at a distorted geometry.

For the energy above the lowest of the compared OMol25 structures with the same formula, charge and spin, the calculation gives 22.0 kcal per mole. The value obtained for the HOMO energy (alpha / beta) is -5.9 / -7.6 eV. Its expectation value of S² is 6.0124. The calculation puts the gap between HOMO and LUMO (alpha / beta) at 0.2354 / 0.2394 Eh.

The geometry in ORCA input format:
```
! wB97M-V def2-TZVPD RIJCOSX def2/J DEFGRID3
* xyz 0 5
C -1.6708 -2.3106 -4.1666
C -1.2399 -3.2759 -3.0988
H -0.8391 -2.0929 -4.8546
H -1.9711 -1.3581 -3.7146
H -2.5297 -2.6935 -4.7264
C -1.2700 -4.6057 -3.2907
C -1.3063 -5.2758 -4.6249
H -1.2658 -5.2916 -2.4401
H -1.7699 -4.6861 -5.4192
H -1.8575 -6.2167 -4.5628
H -0.3006 -5.5242 -4.9782
Rh 0.1505 1.8813 0.9419
Cl -2.2300 2.0042 0.6416
Cl 1.2014 3.2606 -0.6112
H 0.9137 6.5529 3.9943
H -1.5759 6.6545 3.4641
C 1.1097 5.7843 3.2499
C -1.2419 6.2114 2.5221
N -0.1522 5.2844 2.7611
H 1.6923 4.9704 3.6827
C -0.1986 4.0393 2.3158
O 0.8397 3.3100 2.3394
H -2.0715 5.6692 2.0687
H -1.1499 3.6958 1.8770
H 1.6866 6.2354 2.4360
H -0.9173 7.0081 1.8521
H 2.4377 -0.6057 -2.7653
H 2.3857 -2.8042 -1.1112
C 3.2966 -0.2604 -2.1672
C 3.3554 -2.3671 -0.8522
N 3.2902 -0.9161 -0.8752
H 3.2663 0.8226 -2.0073
C 3.2679 -0.2034 0.2835
O 3.0837 1.0104 0.3981
H 3.6836 -2.6956 0.1445
H 3.4502 -0.8087 1.1961
H 4.2196 -0.5584 -2.6969
H 4.0737 -2.7009 -1.6140
O 0.5192 -1.9490 -2.2739
C -0.5487 -2.6304 -1.9004
C 0.0718 -4.4808 -0.1835
C -0.6624 -3.3609 -0.5475
H 0.7682 -4.9201 -0.9018
C -0.0912 -5.0745 1.0797
H -1.1109 -1.7014 -1.7333
C -1.6560 -2.9110 0.3352
H 0.5453 -5.9120 1.3771
C -1.0617 -4.6107 1.9639
C -1.8720 -3.5461 1.5635
H -2.2805 -2.0709 0.0308
H -1.1842 -5.0607 2.9600
H -2.6978 -3.2024 2.2054
Si -0.1437 2.3874 -2.7620
Cl 0.0263 0.4415 -0.7654
C 1.3441 3.2105 -3.6167
C -1.3016 3.7368 -2.1687
C -1.0655 1.3727 -4.0547
H 2.2787 2.6521 -3.4627
H 1.4903 4.2386 -3.2565
H 1.1326 3.3028 -4.6922
H -0.3889 0.6778 -4.5772
H -1.4151 2.1123 -4.7880
H -1.9300 0.8105 -3.6803
H -1.7973 3.4536 -1.2286
H -2.0895 3.9719 -2.9066
H -0.7003 4.6415 -2.0102
C -1.6165 0.8455 5.9392
N -0.8423 0.3090 4.8341
C -0.1167 -0.8227 4.9682
C 0.5391 -1.3418 3.8927
C 0.3775 -0.6741 2.6482
N -0.1339 0.5638 2.5917
C -0.8147 1.0859 3.6674
O -1.3803 2.1802 3.6698
N 0.8267 -1.2342 1.5179
H -2.6861 0.7728 5.7193
H -1.3702 1.8966 6.0932
H -1.3953 0.2539 6.8265
H -0.1113 -1.2522 5.9746
H 1.1005 -2.2714 3.9504
H 1.0772 -2.2196 1.4729
H 0.5204 -0.8142 0.6373
*
```

Mulliken atomic charge list, values in e, 5 entries: number 1, C, carries -1.39; number 2, C, carries 0.52; number 3, H, carries 0.25; number 4, H, carries 0.07; number 5, H, carries 0.47